Record 1
The following is a quantum chemistry calculation of a 2-piece molecular cluster, CH2FIS overall in a non-equilibrium geometry, from OMol25.

Each line ends with the Mulliken spin population.
Cartesian coordinates (Å):
C: 1.583 0.191 -0.214  0.654
F: 2.783 -0.336 -0.430  0.068
S: 1.212 1.698 -0.628  1.236
I: -2.699 -0.726 0.004  0.003
H: -3.806 -0.368 1.075  0.000
H: 0.927 -0.459 0.194  0.039

Calculated values
ΔE to the lowest compared entry with this formula, charge and spin (kcal per mole): 0.0
E_LUMO (spin up / spin down) (eV): 0.49 / -2.99
2S+1: 3
DFT total energy (eV): -22718.918
F_max (eV/Å): 3.30

---

Record 2
The following is a quantum chemistry calculation of C35H40N7Tl as an isolated structure in a non-equilibrium geometry, from OMol25.

Each line ends with the Löwdin charge.
Cartesian coordinates (Å):
Tl: -0.443 0.033 -0.001  0.909
C: -1.506 -1.927 -2.589  -0.187
C: -0.799 -3.296 -2.676  -0.101
C: 0.563 -3.311 -2.000  -0.285
C: 1.701 -3.697 -2.704  -0.013
C: 2.915 -3.718 -2.039  -0.046
C: 2.967 -3.377 -0.684  -0.048
C: 1.783 -2.965 -0.084  -0.156
N: 0.620 -2.950 -0.718  0.066
N: -2.326 -1.646 -1.400  -0.211
C: -3.609 -0.957 -1.740  -0.114
C: -3.606 0.553 -1.570  -0.264
C: -4.880 1.158 -1.475  -0.006
C: -4.991 2.489 -1.153  -0.037
C: -3.824 3.271 -1.174  -0.039
C: -2.623 2.606 -1.436  -0.157
N: -2.497 1.281 -1.585  0.021
C: -2.585 -2.839 -0.571  -0.163
C: -3.317 -2.531 0.707  -0.293
C: -3.850 -3.629 1.397  -0.005
C: -4.408 -3.418 2.643  -0.044
C: -4.452 -2.131 3.168  -0.048
C: -3.927 -1.100 2.400  -0.123
N: -3.319 -1.316 1.216  0.090
H: -0.764 -1.127 -2.685  0.074
H: -2.145 -1.838 -3.470  0.118
H: -1.401 -4.123 -2.298  0.115
H: -0.637 -3.537 -3.741  0.127
H: 1.632 -3.972 -3.735  0.114
H: 3.832 -3.976 -2.589  0.126
H: 3.899 -3.463 -0.138  0.110
H: 1.720 -2.662 0.944  0.100
H: -3.935 -1.242 -2.767  0.144
H: -4.398 -1.294 -1.044  0.120
H: -5.732 0.500 -1.507  0.121
H: -5.906 2.946 -0.827  0.115
H: -3.845 4.350 -0.984  0.117
H: -1.694 3.184 -1.452  0.101
H: -3.139 -3.626 -1.152  0.145
H: -1.603 -3.330 -0.292  0.123
H: -3.783 -4.635 1.033  0.118
H: -4.889 -4.237 3.142  0.114
H: -4.877 -1.957 4.150  0.111
H: -4.028 -0.067 2.721  0.108
C: -0.292 1.805 2.861  -0.087
N: 0.619 0.644 2.970  -0.235
C: 0.140 -0.303 3.979  -0.053
C: 1.975 0.997 3.065  -0.170
C: 2.610 1.107 4.291  0.010
C: 3.981 1.233 4.427  0.005
C: 4.777 1.269 3.284  -0.033
C: 4.169 1.274 2.045  0.002
C: 2.741 1.301 1.875  -0.185
N: 2.128 1.597 0.701  0.165
C: 2.696 2.517 -0.100  -0.188
C: 3.506 3.582 0.401  0.024
C: 3.877 4.646 -0.400  -0.024
C: 3.476 4.655 -1.743  -0.006
C: 2.746 3.612 -2.296  0.022
C: 2.422 2.480 -1.520  -0.144
N: 1.817 1.352 -2.073  -0.180
C: 1.063 1.592 -3.313  -0.049
C: 2.623 0.127 -2.188  -0.033
H: -0.229 2.423 3.768  0.108
H: -1.290 1.427 2.728  0.065
H: 0.003 2.423 1.989  0.076
H: 0.110 0.163 4.963  0.088
H: 0.832 -1.144 4.039  0.106
H: -0.850 -0.665 3.721  0.088
H: 1.980 1.046 5.178  0.128
H: 4.402 1.323 5.400  0.122
H: 5.851 1.211 3.400  0.125
H: 4.794 1.282 1.175  0.124
H: 3.742 3.558 1.461  0.123
H: 4.470 5.501 -0.047  0.133
H: 3.743 5.497 -2.371  0.129
H: 2.469 3.617 -3.371  0.127
H: 0.281 2.323 -3.119  0.096
H: 0.553 0.667 -3.584  0.086
H: 1.676 1.915 -4.159  0.100
H: 3.172 -0.077 -1.260  0.094
H: 3.367 0.240 -2.974  0.107
H: 1.954 -0.689 -2.445  0.071

Calculated values
ΔE to the lowest compared entry with this formula, charge and spin (kcal per mole): 0.0
E_LUMO (spin up / spin down) (eV): -8.19 / -8.15
2S+1: 1
DFT total energy (eV): -52052.978
F_max (eV/Å): 1.40
Charge: +2

---

Record 3
The following is a quantum chemistry calculation of O4TlV2 as an isolated structure in a non-equilibrium geometry, from OMol25.

Each line ends with the Löwdin charge.
Cartesian coordinates (Å):
O: 0.036 0.650 -0.816  -0.095
V: 0.631 1.284 0.623  1.616
O: 1.920 0.456 1.303  -0.417
O: -1.677 0.315 -0.738  -0.125
V: -1.967 -1.076 -1.495  1.673
O: -2.783 -2.133 -0.641  0.144
Tl: 3.840 0.503 1.763  2.204

Calculated values
E_LUMO (eV): -28.19
2S+1: 1
DFT total energy (eV): -64167.080
F_max (eV/Å): 8.20
Charge: +5

---

Record 4
The following is a quantum chemistry calculation of an isolated molecule of C4H9NS in a non-equilibrium geometry, from OMol25.

Each line ends with the Löwdin charge.
Cartesian coordinates (Å):
C: 0.966 -1.735 2.474  -0.079
C: 1.313 -1.311 1.039  -0.255
N: 0.528 -0.404 0.507  -0.399
S: 0.724 0.234 -1.016  0.813
C: -1.096 0.859 -1.070  -0.429
C: -1.118 1.893 -2.221  -0.177
H: 1.132 -0.863 3.173  0.093
H: -0.028 -1.964 2.628  0.034
H: 1.569 -2.568 2.814  0.060
H: 2.130 -1.607 0.463  0.069
H: -1.169 1.161 -0.024  0.052
H: -1.643 -0.043 -1.227  0.046
H: -0.717 1.381 -3.067  0.041
H: -2.137 2.246 -2.440  0.074
H: -0.455 2.722 -2.032  0.057

Calculated values
ΔE to the lowest compared entry with this formula, charge and spin (kcal per mole): 36.1
E_LUMO (eV): 1.08
2S+1: 1
DFT total energy (eV): -16617.891
F_max (eV/Å): 4.57

---

Record 5
The following is a quantum chemistry calculation of C3H4AlLiO3 as an isolated structure in a non-equilibrium geometry, from OMol25.

Each line ends with the Mulliken spin population.
Cartesian coordinates (Å):
C: -2.148 0.348 0.159  -0.003
C: -0.809 -0.255 -0.194  0.005
O: 0.135 0.808 -0.363  -0.014
C: 1.400 0.519 -0.664  0.121
O: 1.711 -0.691 -0.800  -0.015
O: -2.809 -0.211 1.121  0.002
H: -2.118 1.458 0.171  0.000
H: -0.893 -0.844 -1.120  0.000
H: -0.486 -0.936 0.607  0.000
Al: 2.991 0.346 -1.029  0.896
Li: -4.573 -0.683 1.119  0.000
H: -3.557 0.258 -0.683  0.008

Calculated values
ΔE to the lowest compared entry with this formula, charge and spin (kcal per mole): 19.3
E_LUMO (spin up / spin down) (eV): -5.24 / -7.35
2S+1: 2
DFT total energy (eV): -16107.896
F_max (eV/Å): 12.78
Charge: +1

---

Record 6
The following is a quantum chemistry calculation of C10H17F12N2NiO15S6 as an isolated structure in a non-equilibrium geometry, from OMol25.

Each line ends with the Mulliken spin population.
Cartesian coordinates (Å):
Ni: -0.623 -0.141 0.031  1.770
C: -3.793 -0.189 1.735  0.001
F: -4.966 -0.121 2.362  0.000
F: -3.335 -1.446 1.877  0.000
F: -3.974 0.096 0.466  0.001
S: -2.659 1.049 2.542  0.002
O: -3.496 2.191 2.594  0.002
O: -2.170 0.479 3.756  0.000
N: -1.395 1.130 1.441  0.002
S: -0.798 2.622 1.394  -0.001
O: 0.513 2.569 0.826  0.003
O: -1.715 3.631 0.962  0.001
C: -0.317 3.146 3.120  0.002
F: 0.316 4.315 2.980  0.001
F: -1.329 3.341 3.964  0.000
F: 0.533 2.266 3.655  0.000
C: 1.696 -2.810 -2.049  0.000
F: 1.720 -2.994 -0.726  0.000
F: 2.893 -3.064 -2.576  0.000
F: 0.807 -3.663 -2.583  0.000
S: 1.170 -1.082 -2.490  0.009
O: 2.203 -0.577 -3.342  -0.001
O: -0.154 -1.188 -3.009  0.000
N: 1.119 -0.270 -1.064  0.013
S: 2.577 0.048 -0.431  0.010
O: 2.415 0.257 0.955  0.002
O: 3.616 -0.825 -0.854  0.002
C: 3.007 1.712 -1.151  0.000
F: 1.933 2.334 -1.597  0.001
F: 3.596 2.431 -0.221  0.001
F: 3.884 1.581 -2.169  0.000
O: -1.840 -1.417 -0.614  0.136
H: -2.320 -2.008 -0.036  -0.009
O: 1.637 -1.640 3.468  0.001
S: 0.610 -2.145 2.654  0.010
O: 0.103 -1.349 1.591  0.006
O: 1.041 -3.515 1.990  0.000
C: 2.353 -4.030 2.297  0.000
C: 2.380 -4.831 3.577  0.000
C: -0.767 -2.697 3.594  0.001
H: 3.084 -3.221 2.333  0.000
H: 2.709 -4.660 1.482  0.000
H: 2.449 -4.189 4.455  0.000
H: 3.295 -5.432 3.600  0.000
H: 1.551 -5.537 3.608  0.000
H: -0.479 -3.565 4.179  0.000
H: -1.504 -2.949 2.837  0.000
H: -1.134 -1.902 4.236  0.000
O: -2.406 0.860 -3.726  0.001
S: -1.884 1.767 -2.755  0.006
O: -1.303 1.296 -1.561  0.025
O: -0.778 2.696 -3.397  0.001
C: -0.430 2.444 -4.759  0.000
C: 0.955 3.025 -4.980  0.000
C: -3.099 2.948 -2.298  0.001
H: -1.165 2.863 -5.460  0.000
H: -0.435 1.380 -4.996  0.000
H: 1.157 3.347 -6.001  0.000
H: 1.681 2.231 -4.780  0.000
H: 1.148 3.852 -4.301  0.000
H: -3.857 2.393 -1.757  0.000
H: -3.466 3.468 -3.178  0.000
H: -2.563 3.685 -1.700  0.000

Calculated values
ΔE to the lowest compared entry with this formula, charge and spin (kcal per mole): 0.0
E_LUMO (spin up / spin down) (eV): 2.24 / 2.24
2S+1: 3
DFT total energy (eV): -183002.884
F_max (eV/Å): 2.47
Charge: -1